The following is a quantum chemistry calculation of a molecular structure, C45H48ClN4O3SV, from the OMol25 dataset.

```
103
Properties=species:S:1:pos:R:3:lowdin_charge:R:1
H -1.87608 -4.05642 -3.15968 0.107
H 3.62248 -0.79394 0.82107 0.150
C 1.41078 2.25785 1.75665 -0.124
C -0.50926 -4.03193 3.15199 0.010
H 1.76462 -4.55450 4.25754 0.111
C 0.56547 2.10099 -3.98885 -0.036
C 0.80420 2.44803 -6.34789 -0.064
H -1.77616 1.74179 2.48002 0.092
H 0.32978 -1.31778 6.47493 0.101
C -2.09940 -0.28216 1.78293 -0.241
C 2.64761 -4.16393 3.75529 -0.142
C -2.18349 1.22817 5.04775 -0.590
C -1.22831 0.07125 6.92272 -0.064
H -2.98476 -3.18378 -5.18194 0.110
H 0.22061 -0.88959 4.02641 0.098
H 1.48531 2.76637 5.81043 0.091
H -2.73725 1.57519 7.08614 0.113
C 2.38989 2.18455 3.97687 -0.246
C 2.06343 1.02862 1.43143 -0.278
H -3.39779 -4.77505 4.15934 0.096
C 0.46464 2.82144 0.82022 -0.045
H 3.67587 0.57078 4.42044 0.110
H -1.89416 -1.42482 -6.52334 0.111
O 1.78255 0.43444 0.34183 -0.215
C -1.35768 0.75581 2.69287 -0.100
H -0.98757 2.85273 -5.24525 0.113
H 0.30532 -0.54510 -5.85268 0.110
Cl -3.27823 2.42419 4.44367 0.739
C -2.22370 -2.36475 3.16027 0.054
C -0.38349 -0.61893 6.06800 -0.066
H 3.14976 2.20849 5.98000 0.085
C 4.23504 -2.11369 3.89728 -0.141
H 2.51186 -2.16780 -3.60838 0.101
N -1.78525 0.12637 0.42902 -0.191
H -3.11512 -1.96879 3.62701 0.146
V -0.08090 0.13532 -0.00137 0.871
O 0.15573 -1.55449 0.57954 -0.134
H 0.38575 2.75078 -7.29438 0.113
H 0.33277 -3.18396 -2.48946 0.110
C -1.71647 -3.59546 3.63042 -0.248
H 2.22532 -0.65703 -4.50420 0.079
H 3.49409 -4.80191 4.01474 0.138
H -3.17978 -0.22524 1.97332 0.162
C -2.11074 1.00878 6.41663 -0.086
H -0.12430 -4.98261 3.48768 0.123
H -1.80272 3.47136 -0.11844 0.137
H -0.03485 2.12394 -3.09363 0.077
H -3.04255 2.26206 -1.84872 0.130
N -0.19521 2.12039 -0.03362 -0.046
H -3.58963 0.23196 -0.59268 0.136
C -0.17514 -1.31280 -5.26257 -0.023
C 2.47184 2.77301 5.34700 -0.026
C 2.41993 1.18948 -2.60119 -0.221
H 2.72289 1.97216 -7.16744 0.114
C -0.45252 -0.38523 4.70854 -0.052
C -1.61336 -1.66527 2.14663 -0.085
H 2.09979 1.81558 -1.76572 0.088
H -2.82300 -3.74156 5.45629 0.089
C 3.04276 1.01186 3.66957 0.044
H 1.64000 -3.48570 0.59128 0.149
H -0.81794 3.37056 -1.58379 0.125
H 0.25598 3.88828 0.92804 0.157
C -2.02479 -2.79347 -4.88254 -0.067
C 1.88125 1.65940 -3.90591 -0.296
C 2.95432 0.41068 2.39084 -0.094
C 1.44322 -3.70941 1.63524 0.026
C 2.11719 2.01233 -6.27620 -0.059
C -1.40231 -3.28473 -3.74611 -0.065
C -1.25593 2.77445 -0.77274 -0.174
H 4.42353 -1.25096 4.53831 0.113
H 2.81953 -2.76901 5.36602 0.131
C 1.82072 -1.33744 -3.75771 -0.220
H 2.80943 3.80643 5.30526 0.094
H -1.73300 1.07185 -2.04557 0.098
C 0.03103 2.50054 -5.19915 -0.054
S 1.76575 -0.48236 -2.11615 1.055
C 1.60421 2.82354 3.00652 0.074
H -0.31073 0.72263 2.36490 0.092
H -1.19028 -0.10553 7.98653 0.114
C 3.63749 -0.71206 1.90555 0.037
C -2.50083 -4.37566 4.63209 -0.029
H -3.29071 1.56865 0.54192 0.129
H 3.50559 1.10245 -2.60108 0.108
O 0.29184 -0.20536 -1.88982 -0.545
H 4.82004 -2.31913 1.90007 0.156
C 0.18050 -3.34119 2.12888 -0.121
C -0.16258 -2.79954 -3.37278 -0.054
C -2.81426 0.90375 -0.19743 -0.205
H 1.09050 3.73967 3.25643 0.145
N 2.46632 -4.21805 2.31741 0.072
H 3.27420 -4.51645 1.78895 0.155
C 2.65755 1.62193 -5.06236 -0.055
C -2.23347 1.74059 -1.33599 -0.152
C 2.87888 -2.73279 4.27625 -0.128
C -1.36646 0.51540 4.17069 -0.236
N 4.28823 -1.71079 2.50664 0.075
H 5.03594 -2.83584 4.07176 0.138
H 3.68976 1.30505 -5.01031 0.121
H -1.93293 -5.21220 5.03038 0.084
C -1.41334 -1.80600 -5.63654 -0.057
C 0.46313 -1.82288 -4.14052 -0.288
H 2.07691 -2.08399 3.91551 0.094
C -0.42842 -2.17264 1.53533 -0.241
```

The calculation puts the molar mass at 811.368 Da. The spin multiplicity is 3. For the HOMO-LUMO gap (spin up / spin down), the calculation gives 5.8 / 6.5 eV. The calculation puts the strongest force on any atom at 3.46 eV Å⁻¹. Its energy above the lowest of the compared OMol25 structures with the same formula, charge and spin is 45.8 kcal/mol. For the total energy, the calculation gives -108580.213 eV. Its charge is +2. The HOMO energy (spin up / spin down) is -12.19 / -12.91 eV. As for the LUMO energy (spin up / spin down): -6.42 / -6.40 eV.